{"formula": "CH16Ba3O11", "method": "ωB97M-V/def2-TZVPD", "symbols": ["Ba", "Ba", "Ba", "O", "O", "O", "O", "O", "O", "O", "O", "O", "O", "O", "C", "H", "H", "H", "H", "H", "H", "H", "H", "H", "H", "H", "H", "H", "H", "H", "H"], "xyz": [[-1.1138, 0.5396, 2.6784], [-0.2312, -3.5849, -1.1097], [3.0342, -1.3607, -2.9645], [1.1142, -0.8352, -1.0764], [0.1183, -2.3131, -3.5896], [0.6715, 2.7974, 2.4628], [-1.7469, 3.1385, 0.9270], [0.0958, -1.3170, 0.7197], [-2.2250, -3.1540, 1.4465], [0.3832, 0.7148, 0.3006], [3.0019, 1.0371, -1.2277], [-2.4154, 0.6309, 0.0874], [1.1910, -3.4383, 2.1194], [0.2937, 2.8046, -1.6085], [0.6765, -0.4679, 0.0310], [-3.0783, -3.5049, 1.7015], [1.0028, 3.4296, -1.4574], [0.3965, 2.1528, -0.9151], [0.0852, -1.3567, -3.6119], [1.6111, 2.6725, 2.5960], [-0.9843, 3.3467, 0.3872], [-3.1827, 0.2579, -0.3464], [-2.3455, 3.8728, 0.7902], [3.0513, 1.8535, -0.7305], [0.5090, 2.4702, 1.5781], [2.3349, 0.5205, -0.7753], [-1.9626, -2.6020, 2.1832], [-0.0077, -2.5789, -4.5005], [0.8899, -2.6667, 1.6396], [-1.7020, 0.5077, -0.5388], [0.5343, -3.5667, 2.8038]], "homo_lumo_gap_ev": 7.87, "e_lumo_ha": -0.48862, "total_charge": 4}

{"formula": "CH16Li3N2O8", "method": "ωB97M-V/def2-TZVPD", "symbols": ["O", "O", "O", "O", "O", "O", "O", "O", "N", "N", "C", "Li", "Li", "Li", "H", "H", "H", "H", "H", "H", "H", "H", "H", "H", "H", "H", "H", "H", "H", "H"], "xyz": [[-22.8288, -4.8677, -17.9911], [-24.1579, -6.3518, -21.8192], [-23.0741, -3.9461, -21.1020], [-22.7259, -6.6332, -19.0994], [-24.3605, -5.6520, -19.9678], [-25.0703, -4.4146, -18.4147], [-26.2826, -5.2570, -21.1721], [-23.6152, -7.8040, -20.6099], [-27.0025, -3.2376, -21.5634], [-25.0844, -3.4442, -20.8242], [-26.0746, -4.0773, -21.2102], [-25.2398, -6.0871, -20.8908], [-25.0904, -5.6874, -18.7532], [-23.4297, -5.3710, -21.0718], [-24.0570, -5.7769, -22.6027], [-24.9164, -2.4856, -21.0942], [-24.3922, -8.3624, -20.5809], [-26.8695, -2.2371, -21.6031], [-23.3024, -3.3126, -20.4217], [-23.7959, -4.8884, -19.7383], [-22.9044, -7.5238, -19.4014], [-24.5499, -3.9060, -20.1022], [-27.8037, -3.6340, -22.0334], [-23.4088, -3.5601, -21.9115], [-24.5581, -3.6318, -18.6172], [-23.8607, -7.0812, -21.1875], [-22.8143, -4.2209, -18.6966], [-22.5715, -5.6879, -18.4121], [-23.4722, -6.1205, -19.4096], [-25.7972, -4.0943, -17.8806]], "homo_lumo_gap_ev": 8.17, "e_lumo_ha": -0.16234, "total_charge": 1}

{"formula": "CH16NO5", "method": "ωB97M-V/def2-TZVPD", "symbols": ["O", "O", "O", "O", "O", "N", "C", "H", "H", "H", "H", "H", "H", "H", "H", "H", "H", "H", "H", "H", "H", "H", "H"], "xyz": [[1.9193, 1.3186, 0.0503], [-0.1011, 1.5649, 2.6349], [-0.6291, -0.9126, -1.8776], [-2.6528, -1.0390, 0.0808], [-0.0395, 1.8938, -1.7195], [0.5762, -0.9055, 0.8890], [1.1620, -2.1241, 0.2942], [2.7942, 1.6389, -0.1821], [1.2113, -0.0910, 0.7262], [-0.6911, 1.2708, -2.0783], [-3.0038, -1.9334, 0.2302], [2.2284, -2.1910, 0.4868], [-1.1629, -1.2917, -1.1511], [-0.7973, -1.5046, -2.5938], [0.3593, -0.9443, 1.8818], [1.1774, -2.0933, -0.7926], [1.3143, 1.4850, -0.7024], [0.4812, -2.9346, 0.5487], [-0.5923, 2.2906, 2.2526], [0.5894, 1.9635, -2.4535], [-0.2190, -0.5456, 0.3447], [-3.3840, -0.5530, -0.3318], [0.8361, 1.5854, 2.4354]], "multiplicity": 2, "homo_lumo_gap_ev": [2.99, 11.42], "e_lumo_ha": [0.01400, 0.00626]}

{"formula": "CH16O6", "method": "ωB97M-V/def2-TZVPD", "symbols": ["O", "O", "O", "O", "O", "O", "C", "H", "H", "H", "H", "H", "H", "H", "H", "H", "H", "H", "H", "H", "H", "H", "H"], "xyz": [[1.5020, 0.9820, -2.9074], [3.1174, 0.8220, -0.1191], [0.1528, 1.7091, 0.7435], [-1.7767, -1.3120, 2.5260], [-0.8806, -1.8362, -0.5391], [-4.1090, -3.4212, -2.8617], [2.0514, 2.9027, 3.0367], [2.3164, 3.1343, 2.0207], [-1.7805, -2.1544, 2.0676], [1.5517, 1.9214, 3.0504], [-0.9956, -0.9962, -0.0849], [-4.5417, -3.1760, -2.0396], [-0.7942, 1.6075, 0.8892], [-3.6425, -4.2428, -2.6887], [2.6174, 2.7588, 3.9535], [1.5185, 1.3735, -3.7830], [2.3603, 1.3829, -0.3272], [2.7245, -0.0437, -0.2689], [-1.4710, -0.7374, 1.8181], [1.2755, 3.6223, 3.3136], [0.4740, 1.8878, 1.6412], [2.0542, 1.5082, -2.3257], [-0.7365, -1.5341, -1.4427]], "smiles": "C.O.O.O.O.O.O", "homo_lumo_gap_ev": 11.67, "e_lumo_ha": 0.00546}

{"formula": "CH16O6S", "method": "ωB97M-V/def2-TZVPD", "symbols": ["S", "O", "O", "O", "O", "O", "O", "C", "H", "H", "H", "H", "H", "H", "H", "H", "H", "H", "H", "H", "H", "H", "H", "H"], "xyz": [[2.8624, 1.5020, 0.2335], [0.4160, -1.2392, 2.8697], [-1.7065, 2.6669, 1.9955], [-3.3344, 3.0889, -1.8099], [-2.0418, 0.1280, -0.7750], [2.2014, -2.9255, 0.9071], [1.5499, -3.5193, -2.4129], [1.7731, 0.7040, -1.0996], [0.7784, 0.4601, -0.7328], [-2.4887, 0.0567, 0.1107], [-3.8874, 2.4992, -2.3683], [0.7513, -0.3172, 3.1543], [1.7860, -2.1233, 1.4440], [1.1254, -4.4774, -2.2884], [3.3336, 0.3136, 0.7778], [0.6805, -1.7378, 3.6962], [-2.6484, 0.4921, -1.3891], [1.6027, 1.5654, -1.7250], [1.4527, -3.1797, -1.5129], [1.6878, -3.7455, 1.0583], [-2.1206, 2.5536, 1.1035], [-1.9004, 3.6312, 2.1550], [2.0192, -0.2670, -1.6060], [-3.8920, 3.8701, -1.7858]], "smiles": "CS.O.O.O.O.O.O", "homo_lumo_gap_ev": 8.88, "e_lumo_ha": 0.00757}

{"formula": "CH18MnO11", "method": "ωB97M-V/def2-TZVPD", "symbols": ["Mn", "O", "O", "O", "O", "O", "O", "O", "O", "O", "O", "O", "C", "H", "H", "H", "H", "H", "H", "H", "H", "H", "H", "H", "H", "H", "H", "H", "H", "H", "H"], "xyz": [[1.7262, 2.5745, 0.9073], [-1.2721, 1.3004, -2.3549], [0.5793, 1.0439, 1.6495], [1.1587, 1.0673, -0.4684], [-0.5944, -0.1873, 0.2407], [-3.0799, 0.5246, 1.3337], [-2.5308, -1.7032, -2.2463], [1.3971, -1.1673, -2.7179], [2.8767, 1.3245, -2.5170], [-1.3871, 0.1619, 3.2979], [3.3189, -0.3712, 3.1487], [-1.0914, -2.9922, -0.1618], [0.3766, 0.5074, 0.4463], [3.3064, -0.6768, 4.0640], [-1.8027, -2.0837, -1.7314], [0.8471, -0.9076, -3.4695], [-2.2322, 0.2748, 0.9418], [-2.2884, 0.5180, 3.1081], [0.9829, -0.7544, -1.9550], [-0.7469, -2.0959, -0.0709], [2.0542, 1.2152, -1.9358], [-1.8554, 1.8953, -1.8692], [-3.6794, -0.2036, 1.1233], [2.9593, 2.2581, -2.8024], [-0.7538, 0.8453, -1.6839], [3.6992, 1.0237, -2.0786], [-0.6430, 0.4965, 2.6920], [2.5640, 0.2172, 3.0745], [-2.3596, -0.7569, -2.3072], [-1.1557, 0.2310, 4.2429], [-0.3736, -3.5794, 0.0994]], "multiplicity": 6, "homo_lumo_gap_ev": [4.39, 4.31], "e_lumo_ha": [-0.38921, -0.39229], "total_charge": 2}

{"formula": "CH18NO6", "method": "ωB97M-V/def2-TZVPD", "symbols": ["O", "O", "O", "O", "O", "O", "N", "C", "H", "H", "H", "H", "H", "H", "H", "H", "H", "H", "H", "H", "H", "H", "H", "H", "H", "H"], "xyz": [[2.3052, -2.9052, 2.3732], [1.6828, 2.6540, 0.1516], [-1.6276, -0.0197, 0.8593], [0.8876, 1.5703, 2.2791], [-2.7416, 2.4790, -2.3726], [-1.7801, -2.5810, -0.6277], [0.3322, -0.0329, -0.8922], [0.5524, -1.4306, -1.4611], [-2.0526, -2.5815, 0.1737], [1.2240, 3.3176, -0.3253], [-2.4247, 3.3891, -2.2133], [-0.1162, 0.5976, -1.6945], [-2.2192, -2.3141, -1.4129], [-2.2547, 0.7170, 0.4741], [-0.4139, -1.9062, -1.4896], [1.0793, 0.3877, -0.6319], [1.1310, -1.3801, -2.4706], [-1.1588, 0.5944, 1.6821], [1.6819, 0.9218, 2.2680], [1.1513, -2.0727, -0.7653], [3.2955, -3.0529, 2.1727], [-2.4618, 2.2075, -3.2857], [2.2382, -3.0818, 3.2677], [1.2535, 2.9592, 0.9952], [0.9295, 1.7760, 3.1955], [-0.4934, -0.2126, -0.2498]], "homo_lumo_gap_ev": 11.24, "e_lumo_ha": -0.11467, "total_charge": 1}

{"formula": "CH18O8", "method": "ωB97M-V/def2-TZVPD", "symbols": ["O", "O", "O", "O", "O", "O", "O", "O", "C", "H", "H", "H", "H", "H", "H", "H", "H", "H", "H", "H", "H", "H", "H", "H", "H", "H", "H"], "xyz": [[32.1660, 33.4260, 17.4270], [34.5440, 34.0910, 18.7700], [29.1150, 37.5140, 18.3800], [33.8220, 34.3030, 21.7280], [32.0770, 35.4920, 19.9910], [30.1520, 35.2320, 18.0480], [31.5600, 37.7470, 21.1070], [30.8620, 35.0050, 22.4470], [29.2320, 34.6680, 18.8990], [30.5030, 35.8630, 22.8250], [31.4840, 34.1150, 17.4170], [28.2400, 34.6930, 18.2040], [33.6920, 33.8530, 18.0860], [34.3080, 33.7560, 19.5640], [32.0680, 36.1300, 20.4690], [29.7200, 38.0910, 17.9470], [30.7820, 38.2690, 20.8390], [34.4860, 34.8810, 22.1710], [29.2010, 35.0280, 19.7950], [29.5520, 33.6950, 19.1910], [31.3110, 35.5410, 19.3910], [31.4290, 34.5160, 23.0420], [33.9170, 33.5110, 22.1710], [31.9700, 38.3400, 21.9060], [29.4380, 36.7000, 18.5280], [32.6800, 33.2300, 16.6970], [32.0040, 34.8180, 20.6640]], "homo_lumo_gap_ev": 7.04, "e_lumo_ha": -0.02097}

{"formula": "CH19MnO15P", "method": "ωB97M-V/def2-TZVPD", "symbols": ["Mn", "P", "O", "O", "O", "O", "O", "O", "O", "O", "O", "O", "O", "O", "O", "O", "O", "C", "H", "H", "H", "H", "H", "H", "H", "H", "H", "H", "H", "H", "H", "H", "H", "H", "H", "H", "H"], "xyz": [[-16.1859, 14.7008, 14.6779], [-15.2762, 16.7204, 13.2050], [-16.3466, 14.7474, 16.7653], [-14.4122, 17.6627, 16.4630], [-19.0519, 13.5118, 18.8251], [-15.7672, 18.1439, 13.2294], [-16.3832, 15.7185, 12.8716], [-16.0931, 15.2916, 20.0747], [-19.7917, 15.9976, 20.1536], [-13.8983, 14.0852, 17.6223], [-17.7260, 15.9458, 15.7954], [-14.0316, 16.5513, 12.3324], [-17.8304, 18.4668, 18.3595], [-17.8283, 15.8623, 17.9945], [-14.8696, 16.1786, 14.5875], [-19.9909, 17.7186, 16.6134], [-17.9534, 18.1736, 14.3564], [-17.3275, 15.5152, 16.8818], [-14.8324, 16.9784, 15.9370], [-17.2505, 18.8963, 17.7263], [-16.5014, 15.4305, 19.2202], [-14.8074, 14.3325, 17.4532], [-20.8600, 17.3544, 16.7814], [-17.6797, 18.8306, 19.2350], [-17.1502, 18.1040, 13.8352], [-13.9543, 13.4183, 18.3066], [-13.5394, 17.9354, 16.1705], [-17.9412, 19.0690, 14.7023], [-19.4020, 15.9162, 19.2831], [-15.0232, 18.3993, 16.5382], [-18.5587, 14.2382, 18.4438], [-15.6798, 16.1297, 20.2822], [-18.0101, 17.5910, 15.1174], [-20.6795, 15.6545, 20.0521], [-17.7914, 17.5108, 18.4376], [-18.6104, 13.3316, 19.6551], [-19.4021, 16.9653, 16.6587]], "multiplicity": 7, "homo_lumo_gap_ev": [5.28, 6.15], "e_lumo_ha": [0.08822, 0.06376], "total_charge": -1}

{"formula": "CH20F3O13SZn", "method": "ωB97M-V/def2-TZVPD", "symbols": ["Zn", "S", "F", "F", "F", "O", "O", "O", "O", "O", "O", "O", "O", "O", "O", "O", "O", "O", "C", "H", "H", "H", "H", "H", "H", "H", "H", "H", "H", "H", "H", "H", "H", "H", "H", "H", "H", "H", "H"], "xyz": [[-2.5691, -5.4355, 0.7953], [0.2898, -0.2519, 0.5832], [-0.0234, -0.0790, 3.1645], [2.0574, -0.7936, 2.5836], [1.3967, 1.3107, 2.4217], [2.6338, 0.1703, -5.7474], [4.7400, -4.5980, -2.2456], [-2.3835, 4.9771, -2.3661], [-5.3411, 1.1570, 2.1037], [-0.7155, 0.7903, 0.4469], [5.7236, 2.5925, -0.5581], [3.7957, 6.7975, 4.4175], [0.0738, -7.5264, -0.7871], [-1.6537, 6.5534, 2.0234], [-5.2944, -3.3552, 2.0018], [-0.2688, -1.5867, 0.6104], [1.3676, -0.0154, -0.3364], [-3.4570, -4.9872, -2.8920], [1.0297, 0.0720, 2.3369], [-6.1256, -3.6967, 2.3317], [1.0003, -7.4740, -0.5524], [0.0157, -8.2858, -1.3670], [-5.3590, -2.4079, 2.1234], [5.5832, -4.6751, -1.7992], [-5.7700, 1.9922, 2.2901], [-4.5837, 1.3907, 1.5672], [5.0982, 2.1855, -1.1575], [3.8344, 6.6669, 5.3650], [-0.7789, 6.1784, 2.1248], [3.3546, 0.7895, -5.8626], [2.4636, 0.1727, -4.8054], [-1.9406, 6.2627, 1.1577], [5.2703, 3.3686, -0.2288], [-3.0044, -4.5412, -3.6079], [-2.2232, 4.0752, -2.0884], [-3.2717, 4.9641, -2.7227], [4.6477, 6.4992, 4.0992], [-4.0835, -5.5653, -3.3274], [4.4711, -3.6917, -2.0957]], "homo_lumo_gap_ev": 2.11, "e_lumo_ha": -0.39001, "total_charge": 1}